{
  "formula": "C25H13Br4IN2O8Os",
  "method": "ωB97M-V/def2-TZVPD",
  "de_lowest_kcal_mol": 19.2,
  "s_squared": 6.032,
  "charge": 0,
  "multiplicity": 5,
  "homo_lumo_gap_ev": [7.73, 6.12],
  "symbols": ["C", "H", "H", "C", "Br", "H", "C", "O", "C", "Os", "C", "C", "C", "Br", "O", "C", "Br", "C", "C", "C", "H", "I", "O", "O", "C", "N", "C", "C", "H", "O", "C", "N", "H", "O", "C", "H", "C", "H", "H", "O", "H", "O", "C", "H", "C", "C", "H", "C", "C", "H", "C", "C", "Br", "C"],
  "xyz": [[0.37138, -1.08019, -4.44535], [-6.47920, -1.89908, -0.28483], [4.12692, 1.32513, -3.34096], [4.73975, -1.01128, -1.01146], [-2.54105, 1.87084, -3.61478], [0.85535, 2.41876, 1.91721], [3.04843, 1.02634, -1.56930], [-2.04106, 1.23776, 1.59313], [0.05127, -0.19383, 3.81101], [0.11419, -0.28991, 0.76023], [0.56930, 1.65650, 5.14024], [3.69725, -0.79046, -0.09483], [4.93041, -0.28685, -2.13288], [-1.12426, 0.40117, -6.29510], [1.86530, 0.67296, 0.43472], [-2.54848, 0.21267, 1.15618], [2.01155, -2.89849, -3.06828], [0.76602, -1.49221, -3.19841], [2.84214, 0.30269, -0.37672], [-6.05434, -1.10807, 0.32570], [-7.82909, -0.04669, 0.71607], [-0.62663, -2.08063, 3.58631], [6.43938, 0.22504, -3.72451], [2.44787, -1.77578, 1.67285], [-4.79497, 1.08117, 1.65373], [6.03032, -0.68625, -3.02176], [-4.65216, -1.01642, 0.44473], [3.42622, -1.82570, 0.90194], [0.64933, 2.06714, 6.13903], [6.36209, -1.85362, -3.09156], [4.06912, 0.77121, -2.42752], [0.29154, 0.51669, 2.69981], [5.47163, -1.87435, -0.83975], [-0.96622, 0.87233, -1.09833], [-0.73150, 0.21150, -2.11877], [-4.34593, 1.97573, 2.12735], [0.68889, 1.82816, 2.79634], [-4.00201, -1.80281, 0.03735], [-0.10529, -0.20541, 5.95264], [-1.80998, -0.80079, 0.81711], [-6.86576, 1.73865, 1.97394], [0.48696, -1.41341, -0.83373], [0.24929, -0.92625, -2.01536], [4.14972, -2.62594, 0.92022], [0.23045, 0.38232, 5.08617], [-1.15400, 0.54366, -3.46967], [1.01460, 3.45347, 4.04671], [-6.79273, -0.10318, 0.93199], [-6.17251, 0.94217, 1.64839], [2.38237, 1.84907, -1.70181], [0.82795, 2.42579, 3.96418], [-0.65485, -0.13380, -4.57278], [1.15049, -1.83862, -5.96724], [-4.06547, 0.05111, 1.06042]],
  "atomic_forces_ev_per_a": [[0.18, -0.54, 0.18], [-0.15, 0.15, 0.25], [0.35, 0.22, -0.33], [1.11, -2.46, 1.40], [0.81, -0.63, 0.15], [-0.09, -0.46, -0.67], [-0.18, 0.17, 1.03], [-0.18, 0.25, -0.15], [0.65, 1.66, -0.59], [0.64, 0.89, 1.23], [1.04, 2.77, 0.29], [0.08, 0.03, -0.99], [0.17, 0.01, -0.07], [-0.46, 0.24, -0.28], [-0.06, -0.22, -0.21], [-0.81, 0.01, 0.41], [0.09, 0.04, 0.58], [0.41, -0.47, 0.35], [-0.18, -0.42, 0.38], [1.18, 0.55, 0.29], [-0.95, -0.05, 0.28], [-0.21, -1.04, 0.05], [0.48, -0.47, 0.00], [1.64, -0.61, -1.21], [-0.93, 0.24, 0.55], [-0.97, 0.84, -0.82], [-0.47, -1.33, -0.60], [-2.16, 1.78, 1.21], [0.06, 0.49, -0.15], [0.20, 0.40, 0.33], [0.20, -0.37, -0.40], [0.30, 0.18, 0.19], [-1.24, 1.20, -0.19], [-0.25, 0.08, 0.28], [1.65, -0.50, -1.29], [-0.01, -0.91, -0.48], [-0.42, -1.25, -1.29], [-0.33, 0.43, 0.09], [0.56, 0.37, -0.35], [-0.45, -0.88, -0.42], [0.74, -0.42, 0.19], [0.15, 0.38, -1.67], [-1.07, -0.30, 0.07], [0.30, -0.71, 0.22], [-1.61, -3.01, -0.59], [-0.72, -0.15, 0.02], [0.47, 1.18, 0.01], [0.94, 0.05, -0.22], [-1.09, 0.41, -0.98], [-0.40, 0.41, -0.39], [-0.54, -0.88, 3.23], [-0.43, 1.55, 0.51], [0.03, -0.02, -0.13], [1.94, 1.12, 0.72]],
  "lowdin_charge": [-0.77, 0.10, 0.12, 0.02, 0.76, 0.12, 0.01, 0.02, -0.78, 1.64, -0.05, -0.12, -0.17, 0.76, -0.24, -0.59, 0.81, -0.64, -0.32, -0.06, 0.09, 1.12, 0.07, -0.05, -0.02, -0.35, -0.03, -0.16, 0.12, 0.08, 0.02, -0.16, 0.16, -0.03, -0.37, 0.13, -0.12, 0.12, 0.11, -0.27, 0.11, -0.21, -0.33, 0.12, -0.13, -0.59, 0.10, -0.09, -0.07, 0.12, -0.02, -0.76, 0.77, -0.14]
}